# 1
Entry from the Open Molecules 2025 dataset: a single H4NO4P molecule in a non-equilibrium geometry (the ωB97M-V functional and the def2-TZVPD basis).

Atoms and positions in Å:
1 N -0.3173 -1.7188 -0.2861
2 O -0.8613 -0.9228 0.6509
3 P -0.1381 0.6611 0.6833
4 O -0.3010 1.2439 2.1773
5 O -0.9641 1.7615 -0.4163
6 O 1.6001 0.6528 0.3874
7 H -0.3890 -1.3223 -1.2500
8 H 0.6503 -2.0293 -0.0465
9 H -1.0184 1.3334 -1.3253
10 H 1.7388 0.3405 -0.5747

Summary:
E_LUMO ... -0.030 hartree
Gap between HOMO and LUMO ... 9.40 eV
Structure (SMILES) ... NOP(=O)(O)O
HOMO ... -10.208 eV
Relative energy (zero: lowest compared OMol25 entry of this formula, charge and spin) ... 231.4 kJ/mol
M ... 113.01 g/mol
DFT total energy ... -699.434355 Eh


# 2
Entry from the Open Molecules 2025 dataset: a 2-piece molecular cluster, C5H10N2O overall in a non-equilibrium geometry (the ωB97M-V functional and the def2-TZVPD basis).

Atoms and positions in Å:
1 C 1.6601 -1.8635 -0.4181
2 C -2.4156 0.3677 0.7916
3 N 0.4234 -1.9012 -0.7050
4 C -0.0626 0.8883 0.0248
5 C 1.3735 1.0581 0.3666
6 C -0.9855 0.7556 0.9893
7 O -0.3051 0.8898 -1.3112
8 N 2.3115 1.3353 -0.4383
9 H -1.1784 0.4932 -1.4896
10 H 0.1994 -2.2852 -1.6320
11 H 1.9951 1.3502 -1.4076
12 H 1.9486 -1.5374 0.5802
13 H 2.4761 -2.2618 -1.0362
14 H 1.5892 1.0997 1.4273
15 H -0.6541 0.8070 2.0091
16 H -2.6304 -0.5514 1.3329
17 H -3.0789 1.1489 1.1761
18 H -2.6661 0.2068 -0.2600

Summary:
E_LUMO ... 0.029 hartree
Gap between HOMO and LUMO ... 9.50 eV
Structure (SMILES) ... [H]/N=C\C(O)=C\C.C=N
HOMO ... -8.697 eV
Relative energy (zero: lowest compared OMol25 entry of this formula, charge and spin) ... 233.5 kJ/mol
M ... 114.15 g/mol
DFT total energy ... -381.196496 Eh


# 3
Entry from the Open Molecules 2025 dataset: a single C4H8BrI molecule in a non-equilibrium geometry (the ωB97M-V functional and the def2-TZVPD basis).

Atoms and positions in Å:
1 C 1.0788 -0.0322 1.1083
2 C -1.6040 -0.2439 -0.0677
3 C 0.9534 -0.0817 -0.4369
4 C -0.4033 0.3857 -0.8705
5 Br 1.2232 -1.9230 -1.2025
6 I -0.5899 2.5732 -0.5582
7 H 0.7339 -0.9305 1.4953
8 H 0.7411 0.8566 1.5132
9 H 2.1381 -0.1708 1.2798
10 H -1.5611 -0.3047 1.0100
11 H -2.5296 0.0807 -0.2586
12 H -1.5599 -1.3683 -0.1970
13 H 1.7840 0.6864 -0.8564
14 H -0.4049 0.4726 -1.9587

Summary:
E_LUMO ... 0.005 hartree
Gap between HOMO and LUMO ... 9.70 eV
Structure (SMILES) ... C[C@@H](Br)[C@@H](C)I
HOMO ... -9.569 eV
Relative energy (zero: lowest compared OMol25 entry of this formula, charge and spin) ... 45.9 kJ/mol
M ... 262.92 g/mol
DFT total energy ... -3028.880669 Eh


# 4
Entry from the Open Molecules 2025 dataset: C33H59Cu2MnN5O16 as an isolated structure in a non-equilibrium geometry (the ωB97M-V functional and the def2-TZVPD basis).

Atoms and positions in Å:
1 Cu -0.3520 2.7191 0.5176
2 Cu -1.5506 -1.0650 1.3771
3 Mn 2.2897 -0.4005 0.4566
4 C -0.1051 0.1616 -0.4856
5 O -1.2100 0.6311 -0.0683
6 O 0.2285 -0.9196 0.1214
7 O 0.8079 1.0312 -0.3088
8 C 3.1284 0.2302 4.4586
9 C 2.9129 -0.1788 5.7441
10 C 1.6088 -0.8265 6.2094
11 O 1.4228 -1.1337 7.3878
12 C 0.5888 -0.9192 5.2820
13 C 0.6816 -0.5352 3.9144
14 C 2.0593 0.0594 3.5011
15 O 2.2284 0.3217 2.3067
16 O -0.1810 -0.6528 3.0416
17 O 3.9022 0.0088 6.5381
18 H 4.0679 0.6512 4.1385
19 H -0.4416 -1.0967 5.5598
20 C -4.1746 0.8394 4.2130
21 C -3.1647 0.7349 3.2419
22 C -2.0252 1.8679 3.2732
23 O -1.2810 2.0139 2.2700
24 C -2.1361 2.8388 4.2647
25 C -3.1322 2.8705 5.2408
26 C -4.2226 1.8256 5.1877
27 O -5.1104 1.6889 6.0552
28 O -3.1598 3.7994 6.0643
29 O -3.1478 -0.2347 2.4148
30 H -4.9687 0.1057 4.2006
31 H -1.4668 3.6882 4.2543
32 C 3.3243 1.0362 -2.7746
33 C 4.0575 -0.0623 -2.0540
34 C 4.8960 0.4883 -0.8763
35 O 4.0940 0.9170 0.2335
36 C 4.9283 1.5882 1.1691
37 N 3.0944 -1.0909 -1.6024
38 H 3.9958 1.8074 -3.1556
39 H 2.5036 1.5042 -2.2291
40 H 2.8634 0.6152 -3.6767
41 H 4.7563 -0.5020 -2.7765
42 H 5.3957 1.3399 -1.3442
43 H 5.6130 -0.2487 -0.5048
44 H 4.3277 2.3886 1.6129
45 H 5.7270 2.1739 0.7136
46 H 5.2634 1.0094 2.0289
47 H 2.5878 -1.2236 -2.4751
48 H 3.5841 -1.9567 -1.3823
49 C -0.2236 -0.4230 -4.4676
50 C -1.4750 0.0435 -3.7164
51 C -2.3926 1.0351 -4.4467
52 O -1.6857 2.2378 -4.5473
53 C -2.3932 3.2025 -5.3081
54 N -2.2200 -1.1967 -3.2886
55 H 0.4364 -0.8975 -3.7365
56 H 0.3388 0.4881 -4.7085
57 H -0.4663 -1.0483 -5.3230
58 H -1.1894 0.5534 -2.7910
59 H -3.3129 1.1289 -3.8539
60 H -2.7332 0.5915 -5.3941
61 H -1.9312 4.1815 -5.1982
62 H -3.3964 3.3022 -4.8766
63 H -2.5009 2.9517 -6.3649
64 H -1.4405 -1.8488 -3.2131
65 H -2.5702 -1.5543 -4.1851
66 C 3.9951 -3.1637 2.8978
67 C 3.9767 -2.7265 1.4287
68 C 4.6896 -3.7780 0.6232
69 O 4.6726 -3.3885 -0.7558
70 C 5.7145 -3.9757 -1.5355
71 N 2.5123 -2.4887 1.1345
72 H 4.9597 -3.2279 3.4109
73 H 3.6799 -4.2122 2.9514
74 H 3.3758 -2.5188 3.5200
75 H 4.4592 -1.7416 1.4365
76 H 4.2327 -4.7737 0.6567
77 H 5.7384 -3.8883 0.9142
78 H 6.6874 -3.6247 -1.1759
79 H 5.5629 -3.5711 -2.5327
80 H 5.7116 -5.0632 -1.4554
81 H 2.0639 -2.8569 1.9658
82 H 2.2256 -3.1240 0.3895
83 C -0.3085 5.4365 -2.8223
84 C -0.7059 4.7327 -1.5076
85 C -1.7588 3.6943 -1.7983
86 O -2.2732 3.3556 -0.5142
87 C -3.5875 2.8245 -0.6259
88 N 0.4929 4.1028 -0.9526
89 H -0.1500 4.6987 -3.6208
90 H 0.6799 5.8837 -2.6920
91 H -0.9918 6.1768 -3.2398
92 H -1.0428 5.5944 -0.9317
93 H -1.2576 2.8166 -2.2178
94 H -2.5035 4.0825 -2.4944
95 H -4.0991 2.9749 0.3281
96 H -3.5587 1.7329 -0.6947
97 H -4.2136 3.2827 -1.3914
98 H 0.9913 3.5292 -1.6297
99 H 1.2238 4.7609 -0.7006
100 C -4.9653 -1.2679 -0.1386
101 C -4.0423 -2.4616 0.0712
102 C -4.4902 -3.6914 -0.6885
103 O -5.6794 -4.1569 -0.0572
104 C -5.5646 -5.4214 0.5384
105 N -2.6688 -2.0353 -0.3644
106 H -4.6802 -0.3165 0.3037
107 H -5.9387 -1.5327 0.2816
108 H -5.1402 -1.1419 -1.2122
109 H -3.8910 -2.6680 1.1332
110 H -3.6699 -4.4155 -0.6163
111 H -4.7586 -3.5010 -1.7312
112 H -5.5927 -6.2684 -0.1580
113 H -6.3810 -5.5770 1.2424
114 H -4.6296 -5.5326 1.1005
115 H -2.2208 -2.8402 -0.7970
116 H -2.8353 -1.3841 -1.1350

Summary:
E_LUMO (spin up / spin down) ... -0.018 / -0.081 hartree
Gap between HOMO and LUMO (spin up / spin down) ... 5.66 / 3.92 eV
HOMO (spin up / spin down) ... -6.154 / -6.136 eV
M ... 963.88 g/mol
Multiplicity ... 8
DFT total energy ... -7202.181817 Eh


# 5
Entry from the Open Molecules 2025 dataset: a 2-piece molecular cluster, C4H13NOS overall in a non-equilibrium geometry (the ωB97M-V functional and the def2-TZVPD basis).

Atoms and positions in Å:
1 C 0.4867 0.1800 2.3633
2 C 0.0541 0.4161 0.9226
3 C -0.9668 -0.6195 0.4346
4 C -1.4498 -0.3915 -1.0022
5 S -2.4288 1.0939 -1.2478
6 N 1.2184 0.4616 0.0412
7 H 0.5153 -0.8939 2.5522
8 H -0.2005 0.5271 3.1347
9 H 1.4712 0.5672 2.5896
10 H -0.4922 1.3476 0.7443
11 H -0.5539 -1.6303 0.5386
12 H -1.8655 -0.6166 1.0495
13 H -0.6685 -0.5178 -1.7393
14 H -2.0182 -1.3047 -1.1944
15 H -1.6606 1.6333 -2.2014
16 H 1.5674 1.4010 -0.0030
17 H 1.9458 -0.2251 0.0459
18 H 1.9239 -1.2165 -2.2989
19 H 1.1705 0.0834 -2.1488
20 O 1.9516 -0.2953 -2.5809

Summary:
E_LUMO ... 0.028 hartree
Gap between HOMO and LUMO ... 9.89 eV
Structure (SMILES) ... C[C@@H](N)CCS.O
HOMO ... -9.115 eV
Relative energy (zero: lowest compared OMol25 entry of this formula, charge and spin) ... 63.9 kJ/mol
M ... 123.22 g/mol
DFT total energy ... -688.364366 Eh


# 6
Entry from the Open Molecules 2025 dataset: C12H36B3CaF12O6 as an isolated structure in a non-equilibrium geometry (the ωB97M-V functional and the def2-TZVPD basis).

Atoms and positions in Å:
1 Ca -2.1690 0.1603 -1.0718
2 B 0.6804 -0.6258 -0.7926
3 F 0.0226 -0.1944 -1.9634
4 F 1.6550 0.3007 -0.4146
5 F -0.3343 -0.6820 0.1872
6 F 1.2552 -1.8880 -0.9380
7 B -3.7551 0.6803 0.9625
8 F -3.6094 1.7383 0.0518
9 F -4.7071 0.9455 1.9384
10 F -4.1420 -0.4524 0.1907
11 F -2.4973 0.4765 1.5219
12 B -3.3714 0.4561 -3.6827
13 F -4.0931 1.4072 -4.3723
14 F -3.0775 -0.6590 -4.4662
15 F -2.1574 1.0198 -3.1823
16 F -4.0387 0.0281 -2.4991
17 C 2.3442 -0.8781 4.6369
18 C 1.6694 -1.1204 3.3042
19 O 2.5423 -0.6922 2.2611
20 H 2.8049 0.1085 4.6930
21 H 3.1480 -1.6056 4.7902
22 H 1.6492 -1.0079 5.4684
23 H 0.7275 -0.5595 3.2628
24 H 1.4427 -2.1827 3.1766
25 H 1.9931 -0.5913 1.4746
26 C -0.0523 -5.2947 2.6737
27 C -0.1507 -4.3191 1.5153
28 O 1.1145 -3.8313 1.1413
29 H 0.5125 -6.1841 2.3941
30 H -1.0635 -5.6201 2.9329
31 H 0.3748 -4.8259 3.5614
32 H -0.8930 -3.5516 1.7714
33 H -0.5758 -4.8916 0.6764
34 H 1.0014 -3.1922 0.4226
35 C 4.3593 2.7730 -3.1277
36 C 3.3419 2.2541 -2.1355
37 O 2.3597 1.5282 -2.8486
38 H 4.8629 1.9344 -3.6092
39 H 5.0874 3.4197 -2.6356
40 H 3.8850 3.3460 -3.9291
41 H 2.8743 3.0533 -1.5506
42 H 3.8685 1.5773 -1.4518
43 H 1.8650 0.9817 -2.2259
44 C -1.1767 -4.1027 -2.1964
45 C -1.9384 -2.8310 -2.4772
46 O -2.3880 -2.1884 -1.2500
47 H -0.6770 -4.4460 -3.1072
48 H -1.8194 -4.9201 -1.8539
49 H -0.3776 -3.9693 -1.4689
50 H -2.8068 -2.9746 -3.1196
51 H -1.2741 -2.1236 -2.9720
52 H -2.8348 -2.8674 -0.7367
53 C 1.8659 2.6774 2.1227
54 C 0.5270 2.7320 2.8127
55 O -0.4238 3.2908 1.9158
56 H 2.6172 2.1868 2.7433
57 H 2.2232 3.6804 1.8796
58 H 1.8174 2.0779 1.2128
59 H 0.5715 3.3260 3.7337
60 H 0.2618 1.7174 3.1352
61 H -1.3009 3.2688 2.3162
62 C -1.5985 4.3154 -1.4411
63 C -0.5962 3.1784 -1.4048
64 O -1.0216 2.1418 -0.5095
65 H -1.7898 4.6629 -0.4257
66 H -2.5179 3.9775 -1.9150
67 H -1.1770 5.1506 -2.0052
68 H 0.4057 3.5158 -1.1164
69 H -0.4576 2.7083 -2.3787
70 H -0.8675 2.4755 0.3939

Summary:
E_LUMO ... 0.095 hartree
Gap between HOMO and LUMO ... 10.19 eV
HOMO ... -7.608 eV
Net charge ... -1
M ... 576.90 g/mol
DFT total energy ... -2881.808406 Eh


# 7
Entry from the Open Molecules 2025 dataset: a single C2H4ClNS molecule in a non-equilibrium geometry (the ωB97M-V functional and the def2-TZVPD basis).

Atoms and positions in Å:
1 C 0.5529 -0.3145 0.0601
2 C -0.2018 0.5074 -0.8773
3 H 0.3694 -0.8788 2.0155
4 H -0.9922 -0.1788 1.4361
5 H 0.4588 1.3514 -1.2584
6 H -0.2201 0.0529 -1.8217
7 N -0.0432 -0.4770 1.1941
8 S 1.9140 -1.0896 -0.3226
9 Cl -1.8379 1.0270 -0.4257

Summary:
E_LUMO ... 0.025 hartree
Gap between HOMO and LUMO ... 9.29 eV
Structure (SMILES) ... NC(=S)CCl
HOMO ... -8.604 eV
Relative energy (zero: lowest compared OMol25 entry of this formula, charge and spin) ... 27.2 kJ/mol
M ... 109.58 g/mol
DFT total energy ... -991.729792 Eh